76
Properties=species:S:1:pos:R:3:forces:R:3 method="wB97M-V/def2-TZVPD" de_lowest_kcal_mol=35.6 e_tot_ev=-80224.9785 total_charge=-1 gap_ha=0.23832 multiplicity=1 e_lumo_ev=1.21
Tl -0.7754 0.0020 -0.7540 -0.4 -0.6 0.8
S 2.0469 0.3522 -0.6126 0.0 0.2 -0.2
S -1.8265 4.8392 0.8347 0.0 0.0 0.0
O -3.9852 -2.7212 -0.3517 0.1 0.0 0.2
O 6.6435 -4.6266 0.2120 0.0 0.0 0.0
O -1.8488 -2.0342 -0.4798 0.0 -0.2 0.2
O -5.9932 -0.7740 4.3352 0.2 0.0 0.0
O -4.0992 -0.1887 5.4441 -0.1 0.0 -0.2
O 4.7782 -5.7253 0.6276 0.0 -0.1 0.0
N 0.2830 2.6548 1.1875 -0.1 -0.1 -0.1
N -0.0165 -0.0177 1.8725 0.4 0.0 -0.1
N 0.6263 3.8051 0.5222 -0.2 0.1 0.0
N 0.2604 5.8016 -0.4791 0.0 0.0 -0.1
N -2.1790 1.4652 -2.5195 0.0 -0.1 0.1
N -2.5817 0.2434 0.7979 0.2 0.1 0.1
C 4.3442 -1.1071 -0.5750 0.0 0.0 0.0
C 3.1872 -3.3925 0.4649 0.0 0.0 0.0
C 1.2331 2.0745 1.8151 0.0 0.0 0.1
C 1.4330 -0.9717 4.0261 0.0 0.0 0.0
C 0.4612 -1.7554 3.4453 -0.1 0.0 0.0
C -0.4390 -0.9359 -2.6668 0.1 0.5 -0.1
C -1.8798 2.8894 -2.6191 0.0 0.0 0.1
C 4.5429 -3.4061 0.1471 0.1 -0.1 0.0
C 5.2923 -4.6778 0.3495 0.0 0.1 0.0
C -3.3828 1.0283 2.8991 0.0 0.0 0.0
C -3.5416 1.2401 -2.0247 0.0 0.1 -0.1
C 0.6829 -2.6200 -3.9394 0.0 0.0 0.0
C 1.6635 0.2997 3.5199 0.0 -0.1 0.1
C 2.4219 -2.2588 0.2715 0.0 0.0 0.0
C -0.2751 4.7877 0.2657 0.1 -0.1 0.0
C -4.8112 -0.3994 4.4391 -0.2 -0.1 0.4
C -0.9867 -0.3854 -3.7975 0.0 -0.2 -0.2
C 0.1614 -2.0626 -5.1052 0.0 0.0 0.0
C -0.2501 -1.2219 2.3807 -0.3 0.1 0.0
C 0.3909 -2.0478 -2.7137 0.0 0.0 -0.3
C 0.9375 0.7432 2.4241 0.1 0.0 0.1
C 5.1087 -2.2384 -0.3647 0.0 0.1 0.0
C 2.6164 2.6513 1.9496 0.0 0.0 0.0
C -4.0852 -0.1578 3.1172 0.1 0.1 -0.1
C -4.0506 -1.1097 2.1042 -0.1 0.1 -0.1
C -3.2708 -0.8935 0.9818 0.0 0.1 0.1
C -1.9535 0.7880 -3.7981 0.1 0.0 -0.1
C 2.9712 -1.0936 -0.2841 -0.1 0.0 0.1
C -0.6662 -0.9599 -5.0329 -0.1 0.0 0.0
C -2.6650 1.1999 1.7409 -0.1 0.1 -0.3
C -3.0565 -1.9946 -0.0342 0.1 -0.1 -0.4
H 0.2450 -2.7535 3.7984 0.0 0.0 0.0
H 1.3175 -3.4968 -3.9861 0.0 0.0 0.0
H 2.0126 -1.3350 4.8649 0.0 0.0 0.0
H -3.6445 1.6523 -1.0227 0.0 0.0 0.0
H 4.7953 -0.2131 -0.9864 0.0 0.0 0.0
H -2.4579 3.3683 -3.4223 0.0 0.0 0.0
H 1.5857 3.9444 0.2466 0.1 -0.1 0.0
H 2.4039 0.9259 3.9926 0.0 0.0 0.0
H 6.9189 -3.7198 0.0461 0.0 0.0 0.0
H -1.0806 -0.5305 -5.9411 0.0 0.0 0.0
H 2.7458 -4.2944 0.8695 0.0 0.0 0.0
H 0.7997 -2.4771 -1.8113 0.0 0.0 0.1
H 2.5938 3.7370 2.0503 -0.1 0.0 0.0
H -0.4070 6.4839 -0.7944 0.0 0.0 0.0
H -3.3824 1.8003 3.6574 0.0 0.0 0.0
H 3.1979 2.3690 1.0683 0.0 0.0 0.0
H -2.1255 3.3816 -1.6804 0.0 0.0 0.1
H 3.1388 2.2569 2.8133 0.0 0.0 0.0
H 6.1592 -2.1844 -0.6352 0.0 0.0 0.0
H -2.1106 2.1066 1.5488 0.1 0.1 0.0
H -1.0516 -1.7815 1.9084 0.1 0.0 0.0
H 0.4047 -2.4915 -6.0695 0.0 0.0 0.0
H 1.0401 5.6191 -1.0909 0.0 0.0 0.0
H -3.7431 0.1690 -1.9749 0.0 0.0 0.0
H -4.2857 1.7100 -2.6814 0.0 0.0 0.0
H 1.3770 -2.2676 0.5533 0.0 0.0 -0.1
H -4.6024 -2.0356 2.1905 0.0 0.0 0.0
H -0.8169 3.0290 -2.8271 0.0 0.0 0.0
H -2.9116 0.4244 -4.1827 0.0 0.0 0.0
H -1.5832 1.5149 -4.5251 0.0 0.0 0.0